1.
DFT (ωB97M-V with the def2-TZVPD basis set) results for C21H27N3O5 in the gas phase at a distorted geometry.

Last column: Löwdin charge in e.
CARTESIAN COORDINATES (ANGSTROEM)
C (6.02631, -2.65626, -2.44528)  -0.09
H (6.94405, -2.38543, -2.96114)  0.07
H (5.21045, -2.65465, -3.16445)  0.07
H (5.81940, -1.90419, -1.68760)  0.08
C (6.17286, -4.03359, -1.79804)  -0.19
C (4.92043, -4.42810, -1.10020)  -0.32
N (4.85293, -4.54168, 0.19976)  0.10
O (3.58247, -4.89236, 0.51753)  0.00
C (2.85837, -4.99733, -0.61277)  -0.24
C (3.65445, -4.70870, -1.68111)  0.05
H (3.38207, -4.69827, -2.71462)  0.12
C (1.40261, -5.31310, -0.50258)  -0.09
N (0.64155, -4.12155, -0.19040)  0.08
C (0.08814, -3.36062, -1.17123)  -0.44
O (0.07893, -3.72045, -2.33383)  0.07
C (-0.55279, -2.09635, -0.72080)  -0.14
C (-0.22232, -1.42233, 0.44317)  -0.03
C (-0.86848, -0.23967, 0.77349)  -0.01
C (-1.85399, 0.28996, -0.04397)  -0.17
C (-2.17864, -0.38206, -1.24890)  -0.19
C (-1.52511, -1.55491, -1.56621)  0.05
H (-1.73950, -2.09386, -2.47492)  0.11
O (-3.13562, 0.21095, -2.00774)  -0.06
C (-3.48305, -0.39470, -3.23005)  -0.08
H (-4.24059, 0.25100, -3.67110)  0.09
H (-2.62349, -0.46073, -3.90434)  0.10
H (-3.90160, -1.39469, -3.07867)  0.10
O (-2.56908, 1.41717, 0.18971)  0.01
C (-2.34066, 2.18740, 1.35518)  -0.33
C (-3.58405, 3.05183, 1.57123)  -0.09
C (-3.38011, 3.97431, 2.77170)  -0.13
N (-2.19721, 4.79049, 2.59017)  -0.07
C (-2.33225, 6.13161, 2.42502)  -0.50
O (-3.41529, 6.67535, 2.51464)  0.05
C (-1.06728, 6.91917, 2.15300)  0.00
H (-1.34104, 7.96777, 2.07470)  0.08
H (-0.60807, 6.60485, 1.21859)  0.08
H (-0.35373, 6.80153, 2.96527)  0.08
C (-0.99371, 4.01453, 2.42174)  -0.14
H (-0.12731, 4.66353, 2.31524)  0.11
C (-1.11718, 3.09917, 1.20013)  -0.09
H (-0.20754, 2.50881, 1.08204)  0.12
H (-1.25168, 3.70035, 0.29907)  0.13
H (-0.85145, 3.39908, 3.32041)  0.13
H (-4.22948, 4.64903, 2.88689)  0.12
H (-3.26475, 3.38046, 3.68622)  0.13
H (-4.45292, 2.41362, 1.73000)  0.13
H (-3.75694, 3.64365, 0.67193)  0.13
H (-2.20862, 1.52783, 2.22627)  0.15
H (-0.58427, 0.26134, 1.68517)  0.11
H (0.55907, -1.77469, 1.10013)  0.11
H (0.70240, -3.76644, 0.74913)  0.13
H (1.04090, -5.67909, -1.46632)  0.13
H (1.23846, -6.06069, 0.27740)  0.13
H (6.39874, -4.77559, -2.56763)  0.12
H (6.98523, -4.02270, -1.07100)  0.11

Computed properties:
E_HOMO in eV: -8.40
DFT total energy in eV: -36922.544
Energy above the lowest of the compared OMol25 structures with the same formula, charge and spin in kcal/mol: 87.06
Net charge: 0
Multiplicity: 1
SMILES string: CCc1cc(CNC(=O)c2ccc(OC3CCN(C(C)=O)CC3)c(OC)c2)on1
E_LUMO in eV: 0.54

=====

2.
DFT (ωB97M-V with the def2-TZVPD basis set) results for a molecular structure, C9H16BrN2O3Tm at a distorted geometry.

Last column: Löwdin charge in e.
CARTESIAN COORDINATES (ANGSTROEM)
N (2.30439, -2.22147, 0.00842)  -0.03
C (2.71281, -1.09910, 0.90225)  -0.15
C (2.73834, 0.24995, 0.18603)  -0.15
C (1.75555, 0.60037, -0.94761)  -0.19
C (0.57042, 1.47347, -0.53093)  -0.16
C (-0.45051, 0.85830, 0.42838)  -0.13
C (-1.69167, 0.25031, -0.20362)  -0.44
N (-1.33187, -0.66887, -1.33460)  0.10
C (-2.51367, -0.59349, 0.76862)  -0.11
C (-3.12074, -0.00824, 2.03281)  -0.76
O (-3.46337, -0.66889, 2.94642)  0.10
Br (-3.23402, 1.90757, 2.04266)  0.93
C (-2.63992, 1.26168, -0.88889)  -0.62
O (-3.78437, 1.08966, -1.19416)  0.23
O (-2.18357, 2.42741, -1.18983)  0.24
H (1.31136, -2.18795, -0.07674)  -0.03
H (2.78022, -2.10473, -0.87106)  0.05
H (3.70365, -1.33835, 1.29123)  0.14
H (2.02381, -1.11885, 1.75098)  0.14
H (3.75537, 0.43211, -0.17677)  0.13
H (2.55958, 0.99732, 0.96802)  0.14
H (2.31313, 1.11508, -1.73691)  0.14
H (1.31028, -0.28264, -1.49885)  0.01
H (0.06547, 1.87281, -1.41447)  0.12
H (1.02303, 2.34774, -0.04680)  0.15
H (-0.77311, 1.58718, 1.18132)  0.09
H (0.01839, 0.03822, 1.00586)  0.13
H (-0.67641, -1.33121, -0.91340)  0.00
H (-0.93756, -0.15486, -2.12241)  0.10
H (-1.88179, -1.41631, 1.14247)  0.14
H (-3.36773, -1.04212, 0.24551)  0.15
Tm (1.10452, -2.27212, -1.75392)  1.54

Computed properties:
E_HOMO (spin up / spin down) in eV: -15.83 / -15.83
DFT total energy in eV: -118263.387
Net charge: +2
Multiplicity: 3
E_LUMO (spin up / spin down) in eV: -9.84 / -9.75

=====

3.
DFT (ωB97M-V with the def2-TZVPD basis set) results for C23H29N3O3 in the gas phase.

Last column: Löwdin charge in e.
CARTESIAN COORDINATES (ANGSTROEM)
C (-6.01756, -1.27185, 2.21294)  -0.07
H (-5.71518, -2.31011, 2.32914)  0.07
H (-5.29927, -0.64858, 2.73874)  0.07
H (-6.99523, -1.14281, 2.66958)  0.07
C (-6.07530, -0.89522, 0.73125)  -0.22
N (-4.79887, -1.05444, 0.06968)  -0.12
C (-3.87169, -0.05426, 0.03191)  -0.21
C (-4.03411, 1.13183, 0.77320)  -0.01
C (-3.09719, 2.13455, 0.72975)  0.00
C (-1.94182, 2.01391, -0.04473)  -0.14
C (-1.76801, 0.84401, -0.78407)  -0.01
C (-2.70643, -0.15944, -0.75148)  -0.02
H (-2.53206, -1.03424, -1.35601)  0.10
H (-0.88897, 0.72914, -1.39907)  0.11
C (-0.96811, 3.10963, -0.03545)  -0.43
O (-1.08865, 4.14044, 0.58006)  0.12
O (0.11011, 2.83737, -0.81729)  -0.04
C (1.16598, 3.78514, -0.82454)  -0.06
H (1.53199, 3.85756, -1.85401)  0.14
H (0.78774, 4.76014, -0.49890)  0.13
C (2.32132, 3.42258, 0.11627)  -0.42
O (2.83221, 4.27749, 0.81324)  0.07
N (2.73532, 2.13840, 0.13030)  -0.04
C (2.35422, 1.08263, -0.77907)  -0.12
H (1.62827, 1.44098, -1.50348)  0.11
C (3.61315, 0.57466, -1.50529)  -0.14
N (4.63660, 0.13678, -0.58605)  -0.10
C (4.65220, -1.17085, -0.11072)  -0.23
C (3.64655, -2.09696, -0.40280)  -0.04
C (3.73575, -3.40588, 0.03405)  -0.09
C (4.81997, -3.83337, 0.77756)  -0.11
C (5.82904, -2.92951, 1.06684)  -0.09
C (5.75218, -1.62443, 0.62737)  -0.03
H (6.56971, -0.95345, 0.84202)  0.10
H (6.69200, -3.24675, 1.63416)  0.10
H (4.88177, -4.85416, 1.12213)  0.10
H (2.93863, -4.09541, -0.20523)  0.10
H (2.77499, -1.80788, -0.96918)  0.09
C (5.00602, 1.22733, 0.29357)  -0.13
H (5.76244, 0.90901, 1.00717)  0.11
C (3.77675, 1.73850, 1.05712)  -0.10
H (4.03132, 2.60617, 1.66700)  0.12
H (3.39042, 0.93709, 1.69870)  0.14
H (5.41870, 2.03803, -0.31601)  0.13
H (3.36191, -0.22911, -2.19676)  0.12
H (4.03523, 1.40244, -2.08773)  0.13
H (1.90353, 0.26723, -0.20005)  0.13
H (-3.23504, 3.03651, 1.30663)  0.12
H (-4.89745, 1.27088, 1.40214)  0.10
C (-4.56510, -2.34499, -0.53985)  -0.22
C (-5.00247, -2.38824, -2.00540)  -0.07
H (-4.81505, -3.37417, -2.42266)  0.07
H (-6.06491, -2.17240, -2.09013)  0.07
H (-4.45935, -1.65009, -2.58945)  0.07
H (-3.50784, -2.60631, -0.45346)  0.11
H (-5.12884, -3.09165, 0.02629)  0.12
H (-6.42196, 0.13425, 0.61674)  0.11
H (-6.79956, -1.53814, 0.22330)  0.12

Computed properties:
E_HOMO in eV: -7.73
DFT total energy in eV: -34935.117
Energy above the lowest of the compared OMol25 structures with the same formula, charge and spin in kcal/mol: 59.04
Net charge: 0
Multiplicity: 1
SMILES string: CCN(CC)c1ccc(C(=O)OCC(=O)N2CCN(c3ccccc3)CC2)cc1
E_LUMO in eV: 0.52

=====

4.
DFT (ωB97M-V with the def2-TZVPD basis set) results for a molecular structure, C8H16MgO4 at a distorted geometry.

Last column: Löwdin charge in e.
CARTESIAN COORDINATES (ANGSTROEM)
C (1.01576, -2.65225, 0.59760)  0.08
C (-0.24475, -2.50143, 0.19120)  -0.17
O (-0.89694, -1.29126, 0.30559)  -0.18
C (-2.11790, -1.12423, -0.43488)  -0.12
C (-2.79204, 0.11720, 0.09418)  -0.14
O (-1.81038, 1.15340, 0.15800)  -0.26
C (-2.35317, 2.45999, 0.34827)  -0.02
H (1.48319, -1.91907, 1.26074)  0.07
H (1.53151, -3.58095, 0.35834)  0.09
H (-0.80592, -3.25683, -0.36069)  0.14
H (-2.76837, -1.99461, -0.28677)  0.15
H (-1.87216, -1.02180, -1.50056)  0.15
H (-3.20842, -0.04553, 1.09875)  0.15
H (-3.60013, 0.41237, -0.58865)  0.15
H (-1.51128, 3.15453, 0.43344)  0.11
H (-2.97185, 2.72655, -0.51893)  0.12
H (-2.95709, 2.48447, 1.26617)  0.12
O (1.56675, 0.65395, 1.81593)  -0.31
C (2.75156, 0.67834, 1.09302)  -0.34
C (2.53931, 1.28954, -0.28720)  -0.15
O (1.37233, 0.66936, -0.88508)  -0.26
C (1.57222, -0.33301, -1.79690)  0.03
Mg (0.02854, 0.50632, 0.72666)  0.88
H (3.15646, -0.34616, 0.95658)  0.11
H (3.54226, 1.26916, 1.59352)  0.13
H (3.39866, 1.15989, -0.95658)  0.14
H (2.29682, 2.35714, -0.20789)  0.14
H (1.16329, -0.11467, -2.78262)  0.09
H (2.49175, -0.91040, -1.69123)  0.09

Computed properties:
E_HOMO (spin up / spin down) in eV: -11.86 / -12.35
DFT total energy in eV: -22182.629
Energy above the lowest of the compared OMol25 structures with the same formula, charge and spin in kcal/mol: 30.44
Net charge: +1
Multiplicity: 2
E_LUMO (spin up / spin down) in eV: -2.83 / -3.24